This record from OMol25 describes a structure of composition C9H13CeO7P. The level of theory is ωB97M-V with the def2-TZVPD basis set.

Geometry as XYZ:
```
31
Properties=species:S:1:pos:R:3:forces:R:3:lowdin_charge:R:1
Ce -0.199 0.123 -1.129 0.43 -3.31 -0.61 1.3550
P 0.356 -2.038 1.302 0.24 1.84 2.28 1.1236
O -3.728 1.003 -0.798 5.77 -1.06 -1.45 0.2568
O -1.220 -1.180 1.128 1.48 0.14 -0.34 -0.4993
O -0.253 3.982 -1.395 0.31 -7.30 -0.78 0.2305
O 3.296 1.127 -1.053 -4.34 -1.29 0.07 0.2673
O 0.631 -2.381 2.821 -0.51 -0.21 -3.27 -0.2900
O -0.276 1.880 1.957 -0.01 -1.77 -5.38 0.2549
O 1.341 -0.508 1.188 -1.07 -0.29 -1.51 -0.5282
C -0.268 1.458 0.873 -0.16 2.92 7.32 -0.0818
C -0.206 2.810 -1.502 -0.32 7.69 0.47 0.0536
C 2.190 0.815 -1.052 6.06 1.99 -0.23 -0.0149
C -0.251 0.492 -6.143 0.00 1.25 -0.47 -0.0770
C 0.530 -1.541 3.948 -0.08 -0.18 2.34 -0.0801
C -2.613 0.793 -1.050 -7.63 1.69 1.59 0.0186
C 2.340 0.133 2.060 0.44 -0.21 0.79 -0.0541
C -2.212 -0.676 2.118 -1.16 -0.09 0.24 -0.0394
C -0.248 -0.799 -5.836 0.01 -1.32 0.31 -0.0987
H 2.982 -0.618 2.534 -0.30 -0.04 -0.25 0.1226
H 1.491 -1.530 4.458 0.08 -0.07 -0.10 0.1209
H -1.193 1.046 -6.345 0.72 -0.46 0.27 0.0711
H 0.214 -0.518 3.802 -0.12 0.12 -0.59 0.0745
H -1.188 -1.387 -5.766 0.68 0.51 -0.01 0.0637
H 0.693 -1.388 -5.790 -0.69 0.51 0.01 0.0640
H 3.014 0.846 1.564 -0.46 -0.49 -0.57 0.1002
H -2.719 0.203 1.679 0.69 -0.09 0.30 0.0783
H -0.174 -2.060 4.596 -0.05 0.28 0.22 0.1252
H 0.686 1.044 -6.369 -0.71 -0.46 0.29 0.0713
H -3.071 -1.371 2.244 1.00 -0.17 -0.21 0.1283
H -1.792 -0.464 3.119 0.01 -0.04 -0.84 0.0984
H 1.848 0.705 2.838 -0.28 -0.09 0.11 0.0847
```
Positions in Å, forces in eV/Å.

Calculated values
- multiplicity = 2
- Kohn-Sham gap (alpha / beta) (Eh) = 0.1577 / 0.1594
- expectation value of S² = 0.751
- net charge = +3

This record from OMol25 describes a cluster of 2 separate species, C2H5NO3 in total. The level of theory is ωB97M-V with the def2-TZVPD basis set.

Geometry as XYZ:
```
11
Properties=species:S:1:pos:R:3:forces:R:3:lowdin_charge:R:1
O -3.173 -0.738 0.606 2.14 0.07 0.40 0.0850
O 0.747 0.814 0.225 -1.84 0.39 1.64 0.0160
O 3.344 0.423 -0.820 -1.48 0.06 1.85 -0.1136
N -1.105 -0.336 -0.305 1.10 2.71 1.54 0.0730
C -2.009 -1.067 0.428 -3.84 -2.31 -1.19 -0.3177
C -0.418 0.569 0.534 1.61 0.14 -3.62 -0.2407
H -1.105 1.108 1.194 0.51 -0.15 0.73 0.1478
H 3.404 1.264 -1.277 -0.07 0.15 0.02 0.0156
H -1.694 -2.094 0.688 0.10 0.22 0.34 0.1379
H 2.629 0.564 -0.098 1.72 -0.25 -2.03 0.0368
H -0.621 -0.507 -1.175 0.05 -1.02 0.30 0.1599
```
Positions in Å, forces in eV/Å.

Calculated values
- energy relative to the best compared isomer or geometry (same formula, charge and spin) (kcal/mol) = 40.7
- structure (SMILES) = O=CNC=O.O
- Kohn-Sham gap (Eh) = 0.3892

This record from OMol25 describes an isolated molecule of C2H3N3OS. The level of theory is ωB97M-V with the def2-TZVPD basis set.

Geometry as XYZ:
```
10
Properties=species:S:1:pos:R:3:forces:R:3:lowdin_charge:R:1
S -0.821 1.743 0.659 0.21 -0.39 -0.10 0.7023
O 1.235 0.092 0.808 -0.15 0.09 -0.12 -0.0374
N 0.673 -1.565 -0.642 -0.86 0.53 -0.14 0.0971
N 1.708 -1.072 0.102 0.00 0.14 0.11 -0.0029
N -1.473 -0.772 -1.264 -0.15 0.16 0.22 0.1498
C -0.297 -0.696 -0.620 1.36 -0.42 0.62 -0.4156
C 0.043 0.401 0.309 -0.27 0.30 -0.06 -0.8029
H -1.515 -1.358 -2.061 -0.05 -0.53 -0.60 0.0978
H -2.001 0.078 -1.318 -0.11 0.31 0.12 0.0746
H 1.945 -1.714 0.856 0.02 -0.17 -0.05 0.1372
```
Positions in Å, forces in eV/Å.

Calculated values
- energy relative to the best compared isomer or geometry (same formula, charge and spin) (kcal/mol) = 34.5
- structure (SMILES) = Nc1n[nH]oc1=S
- Kohn-Sham gap (Eh) = 0.3160

This record from OMol25 describes the ion C28H29N2 with charge +1. The level of theory is ωB97M-V with the def2-TZVPD basis set.

Geometry as XYZ:
```
59
Properties=species:S:1:pos:R:3:forces:R:3:lowdin_charge:R:1
N -1.057 1.217 1.042 0.28 0.33 -0.16 -0.0057
N -0.163 0.220 3.059 0.45 0.60 -1.18 0.1093
C 4.275 -1.412 2.527 -0.10 0.02 0.19 -0.0047
C -0.849 1.998 -0.224 -0.23 -0.14 -0.13 -0.1133
C 1.575 2.730 1.346 0.52 0.92 -0.30 -0.1560
C 2.128 0.901 4.483 -0.14 -0.61 0.65 -0.0650
C -0.043 0.877 1.850 0.50 -0.62 0.71 -0.1448
C -1.052 -1.496 7.742 0.13 -0.40 -0.24 -0.0699
C -2.463 0.955 1.300 -0.50 0.15 0.37 -0.1519
C 4.454 1.503 3.930 -0.60 -0.27 0.43 -0.0086
C 1.767 -2.569 3.126 -0.14 -0.10 -0.78 -0.0410
C -2.584 0.730 2.779 -0.45 0.04 0.54 -0.1426
C 1.194 3.505 0.068 0.13 -0.17 0.33 -0.1977
C 0.508 -2.097 5.951 -0.71 -0.38 -0.07 -0.0057
C -0.326 0.134 6.109 -0.89 0.07 0.52 -0.0934
C 1.028 -0.226 4.070 1.66 -0.72 1.25 -0.0799
C -0.269 -2.451 7.080 0.03 0.74 -0.35 -0.0502
C 2.736 -3.288 2.406 0.34 0.33 -0.02 -0.0526
C 3.397 0.570 3.968 -0.10 0.75 -1.41 -0.1387
C 3.975 -2.699 2.068 -0.80 -0.04 0.20 -0.0573
C 3.222 2.803 5.527 -0.15 -0.23 0.04 -0.0654
C 1.283 1.233 1.264 0.19 -0.34 0.22 -0.0731
C -1.537 -0.278 3.253 -0.51 -0.23 0.17 -0.1279
C -1.062 -0.197 7.252 0.02 0.36 -0.38 -0.0605
C -0.294 3.435 -0.198 -0.37 -0.27 -0.01 -0.1683
C 2.034 -1.259 3.480 -0.12 -0.07 0.08 -0.1354
C 0.409 -0.806 5.403 0.10 0.69 -0.52 -0.1603
C 2.126 1.911 5.451 -0.07 0.87 -0.39 -0.0150
C 4.367 2.634 4.743 -0.35 -0.06 -0.27 -0.0702
C 3.350 -0.769 3.359 -0.92 0.56 -1.38 -0.1294
H 5.275 1.375 3.228 0.14 -0.27 0.48 0.1143
H -0.488 3.804 -1.212 -0.05 0.04 0.14 0.1232
H -0.232 1.394 -0.889 -0.08 0.00 -0.16 0.1270
H -3.045 1.828 0.983 0.20 -0.01 0.24 0.1325
H 0.792 -3.007 3.360 0.30 0.08 -0.40 0.1173
H 1.075 -2.902 5.484 -0.05 0.43 0.06 0.1021
H 4.675 -3.241 1.433 -0.20 0.18 0.15 0.1099
H -2.888 0.127 0.700 0.67 0.09 0.22 0.1479
H -0.337 -3.490 7.391 0.36 0.15 0.02 0.1088
H -1.717 -0.503 4.300 0.15 -0.10 -0.11 0.1115
H 2.650 2.845 1.505 -0.11 0.06 0.15 0.1162
H 5.156 -0.865 2.160 -0.19 -0.52 0.56 0.1215
H 1.242 0.954 0.197 0.26 -0.18 0.53 0.1318
H 1.062 3.203 2.192 0.16 -0.21 0.06 0.1282
H 2.486 -4.280 2.030 0.18 0.15 0.23 0.1077
H -2.473 1.688 3.315 -0.03 -0.33 -0.13 0.1351
H -1.700 -1.185 2.654 0.33 -0.05 0.28 0.1424
H -1.676 -1.778 8.601 0.36 0.13 -0.45 0.1164
H 1.735 3.100 -0.798 -0.02 -0.03 0.18 0.1235
H -1.714 0.558 7.690 0.27 -0.14 0.08 0.1119
H -1.850 2.044 -0.662 0.24 -0.13 -0.01 0.1210
H 1.311 2.067 6.159 0.12 0.09 -0.53 0.1011
H 5.177 3.371 4.767 -0.41 -0.30 -0.04 0.1148
H 2.056 0.632 1.746 -0.10 0.20 -0.12 0.1078
H -0.860 4.094 0.478 0.10 -0.37 -0.03 0.1275
H 3.154 3.679 6.173 0.01 -0.44 0.02 0.1090
H -0.402 1.138 5.693 -0.16 -0.20 0.17 0.1116
H 1.487 4.558 0.151 0.07 -0.21 0.08 0.1202
H -3.587 0.334 2.984 0.28 0.07 0.20 0.1326
```
Positions in Å, forces in eV/Å.

Calculated values
- energy relative to the best compared isomer or geometry (same formula, charge and spin) (kcal/mol) = 33.4
- structure (SMILES) = c1ccc(C2(N3CCC[N+]4=C3CCCCC4)c3ccccc3-c3ccccc32)cc1
- Kohn-Sham gap (Eh) = 0.3081
- net charge = +1

This record from OMol25 describes a structure of composition C9H25F3NbO7P2S. The level of theory is ωB97M-V with the def2-TZVPD basis set.

Geometry as XYZ:
```
48
Properties=species:S:1:pos:R:3:forces:R:3:lowdin_charge:R:1
Nb 2.956 -0.252 0.678 0.28 -0.66 -0.15 1.0358
S 3.325 2.203 1.170 -1.49 3.38 -3.17 0.5195
P -6.052 0.258 -0.997 6.67 -2.98 -6.39 0.7075
P 0.499 -0.151 1.400 0.37 -0.56 -1.13 0.5894
F 4.971 1.332 3.214 -1.46 1.88 -0.91 0.0261
F 5.269 3.436 2.531 -1.74 -1.65 0.62 0.0258
F 3.490 2.921 3.820 1.36 -1.03 -1.87 0.0511
O -6.039 1.289 -2.269 -1.62 0.23 0.82 -0.2959
O -5.038 -0.857 -1.215 -1.09 0.21 1.47 -0.2838
O 6.516 -1.674 -1.560 -0.66 -0.31 0.13 -0.1086
O 2.020 2.986 1.189 2.31 -1.72 1.23 -0.4751
O -4.871 1.205 -0.185 -3.25 0.15 1.38 -0.2577
O 4.148 2.759 0.020 -0.50 -1.45 2.68 -0.4536
O -7.320 -0.606 -1.757 -1.17 2.02 2.18 -0.2586
C -5.231 2.551 0.143 0.17 0.36 0.29 -0.1335
C -0.013 -1.953 1.660 -0.18 -1.11 0.41 -0.4491
C 5.179 -0.370 0.087 -0.21 -0.83 -0.59 -0.3655
C -7.533 -1.941 -1.317 -0.17 -0.25 0.21 -0.1455
C 5.930 -2.801 0.637 0.29 0.08 -0.92 -0.0932
C 5.493 -1.815 -0.541 -0.76 0.85 1.55 -0.5334
C -0.587 0.717 0.121 -0.98 0.57 -0.61 -0.4212
C 4.281 2.450 2.768 2.04 1.93 2.13 -0.5666
C -4.886 1.332 -3.097 0.54 0.19 -0.13 -0.1058
H -6.837 -2.609 -1.825 0.15 0.15 0.16 0.0872
H 6.139 -1.027 -2.188 0.38 -0.45 0.48 0.0789
H 0.529 -2.323 2.599 -0.62 0.67 -1.25 0.0238
H -6.283 2.757 -0.070 0.14 0.15 -0.03 0.0751
H -4.608 3.231 -0.441 -0.05 -0.05 0.00 0.0917
H -4.660 2.377 -3.315 -0.10 -0.01 0.01 0.0871
H -1.679 0.810 0.447 1.38 -0.32 -0.36 0.0173
H 4.509 -2.191 -0.979 1.45 0.23 0.16 0.0729
H 0.333 -2.641 0.820 -0.61 1.04 1.00 0.0099
H 6.502 -3.682 0.192 -0.56 1.16 0.65 0.0724
H 5.023 -3.229 1.167 1.02 0.78 -0.62 0.0584
H 2.840 -2.063 0.444 0.20 0.41 0.62 -0.0929
H -0.223 1.791 -0.010 -0.15 -1.48 0.37 0.0216
H 3.353 -0.631 2.442 -0.18 -0.18 0.18 -0.1167
H 6.574 -2.210 1.371 -0.76 -1.01 -0.92 0.0761
H -5.044 2.721 1.204 -0.01 0.00 -0.07 0.0838
H 5.349 0.391 -0.741 -0.26 -0.63 1.03 0.0369
H -8.551 -2.231 -1.578 -0.05 0.21 0.03 0.0815
H -7.408 -2.018 -0.236 0.06 -0.26 -0.10 0.0817
H -5.097 0.813 -4.034 -0.04 -0.03 0.11 0.0922
H -4.010 0.886 -2.624 -0.14 -0.08 0.07 0.0858
H -1.117 -2.108 1.857 1.12 0.31 -0.33 0.0176
H 5.856 -0.114 0.974 -0.77 -0.36 -1.24 0.0454
H -0.554 0.236 -0.908 -0.02 0.42 1.33 0.0282
H 2.560 0.049 -1.068 -0.32 0.08 -0.54 -0.1243
```
Positions in Å, forces in eV/Å.

Calculated values
- Kohn-Sham gap (Eh) = 0.1264
- net charge = -1

Number 1: largest force on an atom 7.98 eV/A. Number 2: largest force on an atom 4.63 eV/A. Number 3: largest force on an atom 1.55 eV/A. Number 4: largest force on an atom 2.20 eV/A. Number 5: largest force on an atom 9.71 eV/A.